Arrangement A

A structure of composition C6H6N2, computed with ωB97M-V/def2-TZVPD.

Structure (ORCA input):
```
! wB97M-V def2-TZVPD RIJCOSX def2/J DEFGRID3
* xyz 0 1
N 0.179 -0.738 0.020
N 2.542 -1.271 -0.193
C -0.366 0.491 -0.090
C 1.473 -0.549 0.159
C 0.557 1.618 -0.104
C 1.781 0.947 0.524
C -2.289 -0.990 0.174
C -1.839 0.364 -0.121
H -2.398 1.292 -0.535
H 2.802 1.521 0.241
H -3.453 -1.344 0.434
H -1.373 -1.869 0.601
H 0.128 2.731 -0.403
H 2.257 -2.203 -0.708
*
```

* HOMO: -0.332 hartree
* E_LUMO: -0.056 Ha

***

Arrangement B

The molecule C6H6N2, computed with ωB97M-V/def2-TZVPD.

Structure (ORCA input):
```
! wB97M-V def2-TZVPD RIJCOSX def2/J DEFGRID3
* xyz 0 1
N 0.094 -0.407 -1.199
N 3.318 0.299 -0.246
C 2.184 0.114 0.066
C -1.183 -0.450 -0.216
C 0.030 1.418 0.356
C -0.188 -1.004 0.875
C 0.784 0.040 0.195
C -1.357 1.177 -0.174
H 0.015 -2.057 0.288
H 0.469 -1.441 -1.310
H -2.220 1.758 -0.578
H 0.573 2.400 0.393
H -2.205 -0.835 -0.545
H -0.314 -1.011 2.095
*
```

* HOMO: -0.343 hartree
* E_LUMO: 0.013 Ha

***

Verdict on stability: arrangement A comes out at the bottom.

***

Arrangement A

A structure of composition C6H6N2, computed with ωB97M-V/def2-TZVPD.

Structure (ORCA input):
```
! wB97M-V def2-TZVPD RIJCOSX def2/J DEFGRID3
* xyz 0 1
N -2.038 -0.872 -0.001
N 1.700 -0.943 -0.083
C -0.875 -1.484 -0.114
C 0.309 0.659 -0.078
C -2.082 0.477 0.020
C 1.836 0.593 -0.062
C 0.300 -0.681 -0.034
C -0.912 1.274 -0.009
H 2.073 -1.383 0.743
H -1.022 2.364 -0.143
H -0.937 -2.574 -0.222
H 2.397 0.925 -0.930
H -3.110 0.865 0.008
H 2.362 0.778 0.905
*
```

* HOMO: -0.317 hartree
* E_LUMO: 0.032 Ha

***

Arrangement B

The molecule C6H6N2, computed with ωB97M-V/def2-TZVPD.

Structure (ORCA input):
```
! wB97M-V def2-TZVPD RIJCOSX def2/J DEFGRID3
* xyz 0 1
N 0.361 2.332 0.134
N -1.512 -0.399 1.743
C 0.840 1.222 -0.619
C 0.014 0.958 0.438
C 1.270 0.317 -1.484
C 0.029 -1.284 -0.016
C -0.606 -0.273 0.750
C 0.885 -1.026 -1.084
H 0.895 -1.939 -1.612
H -0.303 2.841 -0.395
H -0.139 -2.288 0.121
H -1.748 -1.262 2.158
H 2.014 0.389 -2.280
H -2.001 0.412 2.147
*
```

* HOMO: -0.277 hartree
* E_LUMO: 0.033 Ha

***

Verdict on stability: arrangement B comes out at the bottom.